Computed, not measured: 9 unconnected molecules or ions with the total composition C67H146N7O4, with ωB97M-V with the def2-TZVPD basis set.

## Properties
Multiplicity: 1
Kohn-Sham gap in eV: 6.6
Total energy in eV: -90417.421
Net charge: +5
LUMO energy in eV: -8.807

Last column: Mulliken charge in e.
Positions of all 224 atoms, in Å:
C 3.18431 -3.31551 -1.09030  -0.61
C 3.57888 -3.35706 -2.58267  -0.77
C 2.34743 -3.33606 -3.52145  -0.52
C 1.72349 -1.90468 -3.75255  -0.19
N 0.37107 -1.88390 -4.46636  0.74
C -0.01940 -0.42007 -4.95865  -0.12
C -1.09663 -0.53263 -6.00853  -0.81
C -0.38632 -1.66661 -6.81901  -0.88
C 0.43781 -2.54284 -5.87565  -0.47
C -0.74439 -2.34345 -3.48085  -1.02
H 2.60774 -2.43997 -0.79182  -0.14
H 4.08357 -3.42135 -0.48347  0.45
H 2.51371 -4.14442 -0.86382  0.36
H 3.82619 -4.41597 -2.65777  0.36
H 4.34113 -2.65879 -2.92834  0.37
H 1.67864 -4.07787 -3.08492  0.24
H 2.57712 -3.81483 -4.47336  0.52
H 2.42369 -1.35432 -4.38098  0.69
H 1.57674 -1.28459 -2.86821  -0.47
H -0.38011 0.21638 -4.15062  -0.02
H 0.80460 0.20532 -5.30218  0.20
H -2.01674 -1.06146 -5.75984  0.26
H -1.27453 0.33973 -6.63736  0.44
H -0.98630 -2.17749 -7.57209  0.45
H 0.31010 -1.06029 -7.39823  0.28
H -0.04596 -3.51246 -5.75778  0.36
H 1.50146 -2.61105 -6.10387  0.48
H -0.39730 -3.29831 -3.08605  0.45
H -1.72603 -2.36088 -3.95434  0.54
H -0.74709 -1.62991 -2.65687  0.12
C -5.90712 3.99801 -2.19030  -0.74
C -6.91097 2.86966 -1.97062  -1.17
C -6.40556 1.70812 -1.13053  0.06
C -6.29128 2.00889 0.38756  -0.92
N -6.03551 0.80364 1.34953  0.56
C -7.32827 0.02095 1.45307  -0.32
C -7.95627 0.41763 2.78522  -0.87
C -7.17760 1.59015 3.39406  -0.64
C -5.79069 1.22456 2.90579  -0.47
C -4.87934 -0.07872 0.77494  -1.46
H -4.98359 3.51795 -2.51394  -0.02
H -5.60605 4.49407 -1.26760  0.33
H -6.13854 4.81074 -2.87878  0.45
H -7.22373 2.50380 -2.94859  0.42
H -7.78078 3.32224 -1.49448  0.38
H -5.43250 1.35616 -1.47312  0.09
H -7.11427 0.90649 -1.33845  0.44
H -7.09794 2.63242 0.77307  0.51
H -5.35735 2.54450 0.55787  0.30
H -7.03747 -1.02941 1.47014  0.35
H -7.94511 0.12429 0.56036  0.40
H -8.13333 -0.33388 3.55463  0.34
H -8.99965 0.70193 2.64875  0.42
H -7.38682 1.78314 4.44624  0.43
H -7.56838 2.50397 2.94649  0.32
H -5.55199 0.35032 3.51146  0.21
H -4.95814 1.92726 2.87165  0.35
H -5.29606 -0.62257 -0.07280  0.49
H -4.52481 -0.72771 1.57570  0.44
H -3.99969 0.54115 0.60145  0.30
C -2.50719 2.99085 -1.86307  0.23
C -2.21597 4.54925 -1.95593  -0.55
C -1.16492 4.93506 -3.04375  -1.40
C 0.26741 4.38304 -2.77031  0.19
N 1.31806 4.61894 -3.93168  0.30
C 0.97899 3.76787 -5.19265  -0.20
C 2.32369 3.16906 -5.65726  -0.52
C 3.46271 3.72142 -4.77118  -0.90
C 2.71381 4.00465 -3.42156  -0.24
C 1.38799 6.09986 -4.30247  -0.95
H -1.58390 2.42484 -1.73949  -0.56
H -2.94222 2.56900 -2.76910  0.60
H -3.18179 2.79676 -1.02919  -0.38
H -1.95627 5.01808 -1.00680  0.19
H -3.17450 5.04239 -2.11765  0.54
H -1.06126 6.01044 -3.18836  0.62
H -1.65733 4.68028 -3.98222  0.31
H 0.24142 3.29858 -2.66361  -0.30
H 0.77277 4.76253 -1.88223  0.63
H 0.40334 4.37529 -5.89105  0.48
H 0.40968 2.91699 -4.81849  0.00
H 2.68820 3.53991 -6.61524  0.34
H 2.38068 2.08128 -5.69697  0.27
H 3.99535 4.55254 -5.23340  0.49
H 4.21253 2.93329 -4.70244  0.37
H 3.10780 4.82705 -2.82446  0.48
H 2.50584 3.09483 -2.85846  -0.05
H 2.20385 6.16108 -5.02270  0.41
H 1.48713 6.61694 -3.34806  0.32
H 0.45707 6.37104 -4.80041  0.41
C 2.36957 -4.51326 7.10941  -1.11
C 0.97777 -5.29190 7.12428  -0.69
C -0.30648 -4.39384 6.88725  -0.56
C -0.40879 -3.79689 5.47923  -0.55
N -1.58072 -2.77587 5.16874  0.74
C -1.48669 -2.35673 3.69501  -1.74
C -2.07543 -0.93762 3.62414  1.76
C -1.84928 -0.26351 4.94564  -0.39
C -1.41805 -1.43807 5.90132  -1.14
C -2.97366 -3.27504 5.48660  -0.97
H 3.27535 -5.06110 7.36932  0.40
H 2.38307 -3.63653 7.75692  0.31
H 2.67388 -4.20072 6.11051  0.25
H 0.90374 -5.96156 7.98112  0.41
H 1.07254 -6.00388 6.30441  0.29
H -0.44896 -3.63620 7.65782  0.37
H -1.17111 -5.03613 7.05456  0.41
H -0.59640 -4.55434 4.71820  0.38
H 0.49209 -3.25389 5.19345  0.20
H -1.91398 -3.12295 3.04815  0.85
H -0.41380 -2.27007 3.52329  0.22
H -3.12989 -1.17409 3.48169  -0.46
H -1.53697 -0.47198 2.79870  -0.43
H -2.72899 0.32240 5.21194  0.34
H -1.01155 0.43319 4.91542  0.18
H -1.87508 -1.44857 6.89082  0.56
H -0.36639 -1.18912 6.04323  0.36
H -3.18339 -4.21470 4.97557  0.36
H -3.65778 -2.49997 5.14113  0.36
H -3.28177 -3.36643 6.52814  0.27
C 5.49384 5.29312 1.54685  -1.14
C 4.66742 4.19246 2.17758  -0.44
C 3.20822 4.33938 1.81692  -0.38
C 2.30094 3.26226 2.40499  -0.45
N 0.81017 3.24227 2.03505  0.98
C 0.01021 2.12336 2.64951  -0.20
C -1.48484 2.65329 2.80565  0.19
C -1.37252 4.20267 2.73683  -1.15
C 0.10191 4.55596 2.58288  -0.75
C 0.55954 3.32432 0.54792  -0.83
H 5.50568 5.08093 0.47777  0.15
H 6.48536 5.31809 1.99893  0.28
H 5.13946 6.30951 1.71851  0.54
H 4.74357 3.98345 3.24464  0.53
H 5.02279 3.20734 1.87533  0.13
H 3.05880 4.28517 0.73857  -0.31
H 2.87070 5.27895 2.25440  0.65
H 2.35969 3.31893 3.49192  0.87
H 2.64337 2.27807 2.08526  -0.36
H 0.13614 1.22583 2.04397  -0.12
H 0.54103 1.87636 3.56892  0.31
H -2.13798 2.23176 2.04157  -0.52
H -1.84178 2.40727 3.80573  0.76
H -1.79184 4.63591 1.82877  0.18
H -1.83264 4.76934 3.54632  0.49
H 0.34917 5.41406 1.95787  0.52
H 0.63283 4.65369 3.52980  0.58
H -0.52099 3.18926 0.49973  0.10
H 0.98792 2.40233 0.15481  -0.35
H 0.89816 4.22308 0.03249  0.66
C 3.80007 1.35040 -0.76446  -1.11
C 4.93855 1.87120 -1.69696  -0.14
C 6.27966 2.06208 -0.90552  0.31
C 7.51869 1.68483 -1.71312  -1.46
N 8.86081 2.27846 -1.19451  0.37
C 9.04111 1.85674 0.25545  -0.71
C 8.67595 3.10990 1.12589  -0.04
C 9.10109 4.31155 0.27161  -0.52
C 8.98772 3.88377 -1.16041  -0.51
C 10.04611 1.76882 -2.06727  -1.00
H 3.84878 0.38117 -0.26815  0.82
H 2.93332 1.11988 -1.38391  0.07
H 3.42312 2.02386 0.00526  -0.07
H 4.70938 2.85214 -2.11331  -0.05
H 5.05236 1.16648 -2.52068  0.65
H 6.31364 1.50836 0.03275  0.45
H 6.36882 3.10100 -0.58805  -0.33
H 7.46581 2.09236 -2.72269  0.35
H 7.56694 0.59868 -1.79085  0.31
H 10.10311 1.78440 0.49004  0.42
H 8.50694 0.96859 0.59301  0.32
H 9.32219 3.18134 2.00073  0.49
H 7.62623 3.11819 1.41936  -0.23
H 10.15713 4.53274 0.42640  0.39
H 8.53324 5.22517 0.44755  0.29
H 9.76921 4.22931 -1.83716  0.43
H 8.04969 4.21508 -1.60588  0.20
H 10.91253 2.26704 -1.63230  0.47
H 9.85296 2.22901 -3.03630  0.44
H 10.11620 0.68110 -2.06104  0.31
C -6.33567 -9.28195 -1.27891  -1.10
C -4.88293 -9.47758 -0.86266  -0.69
C -4.36858 -8.15042 -0.23589  -0.87
C -4.50413 -6.91803 -1.06739  -0.75
N -3.89760 -5.68192 -0.32203  0.65
C -4.00891 -4.34201 -1.14959  -1.10
C -2.61154 -3.70817 -1.22966  0.33
C -1.88409 -4.24261 0.00511  0.67
C -2.33100 -5.69667 -0.15561  -1.36
C -4.67804 -5.45023 0.97241  -1.03
H -6.75276 -10.23990 -1.58951  0.40
H -6.43562 -8.60239 -2.12527  0.29
H -6.89422 -9.01479 -0.38183  0.30
H -4.17973 -9.57949 -1.68924  0.33
H -4.72491 -10.38499 -0.27979  0.42
H -3.39269 -8.29763 0.22680  0.42
H -5.06966 -8.08979 0.59653  0.32
H -5.52273 -6.53011 -1.07617  0.60
H -4.15992 -6.98646 -2.09935  0.41
H -4.80977 -3.71742 -0.75383  0.26
H -4.39424 -4.74915 -2.08439  0.32
H -2.57790 -2.62149 -1.30762  0.40
H -2.10583 -4.02264 -2.14260  0.00
H -2.24876 -3.73211 0.89646  -0.73
H -0.79758 -4.18779 -0.06261  0.68
H -2.07239 -6.27829 0.72923  0.53
H -1.82112 -6.27974 -0.92253  0.30
H -4.26455 -4.56543 1.45642  0.29
H -4.54372 -6.28343 1.66222  0.38
H -5.73620 -5.34369 0.73354  0.37
C 0.36950 -1.27589 -0.00050  1.07
C -0.47219 -0.17837 -0.62139  -0.01
O 0.01880 0.56441 -1.49635  -0.23
O -1.62882 -0.01792 -0.21526  -1.05
H 0.62575 -2.07534 -0.69571  -0.01
H -0.00582 -1.71080 0.92584  -0.57
H 1.36226 -0.84526 0.13018  -0.41
C 2.24778 -0.79029 2.91316  0.51
C 2.51117 -0.18974 4.28850  0.15
O 2.22392 -0.95453 5.19114  -0.64
O 2.81837 0.99434 4.41266  -0.70
H 1.19161 -0.78500 2.64375  -0.64
H 2.73215 -1.76503 2.85514  0.70
H 2.73272 -0.17461 2.15562  -0.38

Forces on the atoms, in the same order (eV/Å):
0.010 0.670 -0.369
-1.655 -0.929 0.125
-0.590 0.720 0.177
0.046 -0.737 -0.123
-0.732 2.357 -0.975
-1.157 1.258 2.076
0.799 -3.181 -0.887
0.959 1.565 -1.437
-1.245 -0.518 1.194
1.544 0.271 -0.732
0.481 0.269 -0.005
-0.179 0.105 0.158
0.161 -0.290 -0.083
1.188 0.241 -0.533
0.203 -0.264 0.315
-0.605 0.356 0.214
0.303 0.429 -0.229
-0.109 0.014 -0.230
-0.002 -0.304 0.333
0.051 -0.672 0.906
0.626 -0.986 -0.451
-0.344 1.016 0.950
0.067 -0.036 0.351
-0.098 -0.283 0.453
0.380 -0.453 -0.401
0.505 -0.232 -0.138
-0.295 -0.167 -0.193
-0.333 -0.073 -0.304
0.321 -0.210 -0.164
0.047 0.185 -0.193
1.226 -0.349 0.431
-0.204 1.426 -0.046
-0.162 -0.690 0.688
1.530 0.151 0.506
-0.270 -0.599 0.169
0.641 -1.195 0.680
-2.109 0.544 0.763
-0.594 0.740 -1.505
-0.095 0.356 -1.240
-0.797 1.119 1.405
0.120 0.173 -0.421
-0.266 0.034 0.339
-0.501 -0.404 -0.127
-0.075 -0.166 0.121
-0.341 -0.296 -0.036
0.084 0.073 -0.176
-0.034 -0.268 0.336
-0.161 -0.403 0.053
-0.078 0.546 -0.222
-0.035 -0.080 0.070
0.053 0.483 0.208
0.859 -0.719 -0.387
0.000 0.357 -0.349
0.679 -0.663 0.144
0.361 0.208 -0.255
0.594 -0.392 -0.705
-0.250 0.166 0.234
0.430 0.204 0.010
-0.532 -0.321 -0.030
-0.208 0.122 -0.728
1.027 1.289 0.024
-0.072 -0.687 -0.116
-0.033 0.465 0.347
-0.066 -0.506 -1.639
-0.700 -1.351 0.479
0.891 -0.495 1.248
1.205 1.309 -1.018
-0.862 -0.739 1.376
-0.519 1.795 -2.014
0.070 -1.618 0.285
-0.046 -0.136 0.432
-0.241 0.385 -0.143
0.089 -0.108 0.006
0.472 -0.518 0.379
0.085 0.130 -0.716
-0.255 0.258 0.654
0.713 -0.814 -0.371
0.014 -0.114 0.039
-0.393 0.454 -0.095
0.222 -0.172 0.022
-0.494 0.336 -0.076
-0.907 -0.337 -0.538
-0.484 0.103 0.163
-0.425 0.332 0.338
0.025 0.069 0.496
0.288 -0.377 0.241
-0.159 0.169 -0.018
0.096 0.580 0.351
0.374 0.395 -0.423
0.090 -0.018 0.146
-0.571 0.038 -0.055
1.443 0.933 -0.981
-0.209 -0.625 0.324
-0.340 0.355 -0.263
-0.005 0.458 1.121
1.110 0.352 1.338
-0.024 -1.809 -0.805
0.116 -0.616 0.656
0.571 1.164 0.017
-0.296 0.252 -0.552
-0.526 -0.746 0.530
-0.234 0.050 -0.060
-0.614 0.388 -0.236
-0.372 0.595 0.324
-0.343 -0.048 -0.296
0.572 0.299 -0.018
-0.105 -0.259 -0.154
0.124 -0.291 0.122
0.052 0.205 0.142
-0.116 0.132 0.159
0.088 -0.313 -0.121
-0.247 1.011 -0.565
-0.811 0.288 -0.335
-0.021 -0.271 0.429
-0.014 -0.079 -0.049
-0.205 -0.255 -0.272
0.324 -0.926 0.106
0.211 0.057 -0.041
-0.012 -0.074 -0.388
1.060 -0.156 0.227
0.308 -0.061 0.707
-0.369 -1.243 0.466
-1.615 -0.150 0.077
0.099 -1.016 0.223
-0.402 3.521 -0.725
-0.177 0.246 0.066
1.591 0.369 0.424
0.408 0.555 -1.254
1.437 -1.613 1.301
-0.345 -1.914 0.811
0.382 0.335 -0.140
0.236 -0.250 -0.411
-0.468 -0.120 -0.063
0.139 1.080 0.400
0.120 -0.158 -0.785
0.220 0.610 -0.289
-0.047 0.410 -0.539
-0.184 -0.447 -0.002
0.103 -0.142 0.369
-0.261 0.144 -0.355
-0.231 0.213 0.396
0.055 0.024 0.044
-0.053 -0.332 -0.182
-0.682 -0.420 -0.064
0.147 -0.353 0.188
-0.109 -0.259 -0.068
-0.349 0.411 0.215
0.003 0.278 -0.625
0.093 0.175 -0.560
0.102 -0.107 0.661
-0.983 0.016 -0.911
0.545 -0.582 1.926
0.308 0.202 -0.012
0.433 1.317 -0.517
0.633 -0.811 0.579
0.584 1.955 1.470
0.182 -0.031 -0.408
0.509 -0.260 -0.226
-1.855 -1.094 -1.159
-1.171 1.201 0.736
1.260 -0.072 0.052
-0.401 0.408 -0.324
0.450 0.392 -0.104
-0.293 -0.134 -0.075
0.148 -0.031 -0.036
-0.377 -0.266 -0.071
-0.147 0.166 -0.102
-0.194 -0.075 -0.138
0.616 0.047 0.121
0.072 -0.673 -0.644
0.051 -0.044 -0.671
-0.431 -0.583 0.269
0.074 0.135 0.003
-0.062 0.093 0.435
0.012 -0.122 0.083
0.161 -0.465 0.193
-0.067 0.027 -0.038
0.139 -0.432 -0.099
0.200 -0.534 -0.188
-0.093 0.218 -0.036
0.390 -1.213 0.021
1.053 1.234 -1.407
-0.925 -1.635 1.813
-0.362 1.551 0.707
1.712 1.348 -0.309
-0.623 -1.312 -0.766
0.008 0.606 -0.196
-0.534 -0.823 -1.623
-0.513 -1.037 2.721
1.149 -0.501 -0.073
-0.035 0.059 -0.158
-0.229 0.209 0.271
-0.279 0.459 -0.222
-0.429 -0.585 -0.674
-0.055 0.492 0.560
0.292 0.168 -0.360
0.149 0.598 0.411
-0.343 -0.738 -0.493
0.490 0.187 0.142
0.271 -0.064 0.341
0.226 0.614 -0.363
-0.585 0.153 0.336
-0.093 -0.475 0.157
0.120 -0.312 0.121
-0.090 0.171 0.093
-0.429 -0.086 0.263
-0.517 0.521 -0.673
-0.225 0.074 -0.186
0.005 -0.050 -0.260
0.167 0.104 -0.078
0.993 0.064 -0.397
-0.511 0.410 0.014
1.517 0.006 -1.049
-1.677 -0.501 1.147
-0.568 -0.193 -0.245
-0.076 0.198 -0.114
0.047 0.074 0.582
1.154 0.544 -1.067
-1.156 0.054 -0.350
-0.846 -2.129 2.010
0.589 1.945 -0.879
-0.118 -0.363 0.313
-0.503 -0.233 -0.022
0.106 0.189 -0.345